Entry 1:
Below is a structure of composition C25H51NO7OsP2SeSi, with properties calculated with ωB97M-V/def2-TZVPD.

Values from the calculation:
orbital gap (spin up / spin down) = 6.750 / 6.980 eV
total charge = +2
energy relative to the best compared isomer or geometry (same formula, charge and spin) = 38.0 kJ/mol
total energy = -136835.5969 eV
strongest force on any atom = 0.29 eV/Å
multiplicity = 1

```
89
Properties=species:S:1:pos:R:3:forces:R:3
C 0.15163 -1.42611 4.23253 -0.013 0.015 -0.018
C -2.55932 0.41574 -1.98609 -0.111 -0.062 -0.119
Se -0.27311 2.73180 1.04749 -0.035 0.094 -0.087
H -2.94181 0.57939 -4.07927 -0.008 -0.009 0.007
Si 2.36944 2.19300 -1.67739 0.052 0.012 0.013
H 3.71965 0.67308 -3.11034 0.000 -0.002 0.003
H -1.93342 -0.91323 4.27147 -0.004 0.004 -0.016
P -1.70975 -2.01012 -1.06374 -0.041 -0.012 -0.007
O 1.35979 -0.02571 1.30319 -0.110 0.033 0.180
C 0.91608 0.93004 -1.54164 -0.109 -0.088 -0.037
H 3.23199 2.24753 4.66699 0.001 -0.006 -0.010
Os -0.17085 0.60619 0.13850 -0.009 0.234 -0.076
H 3.14679 1.64558 0.66655 -0.023 0.018 0.049
H -2.18830 2.01119 -3.36781 0.000 0.001 0.005
H 0.72591 4.05367 -1.29835 0.041 0.016 -0.002
H 3.83832 3.13345 0.08436 0.029 0.018 -0.042
H 0.22050 1.34644 -2.28745 0.050 0.005 0.009
H 1.12355 -3.59988 -1.81136 0.000 -0.008 -0.010
H -4.83452 1.80759 3.81154 0.007 -0.002 -0.009
H -3.17386 1.25989 3.56300 -0.002 0.010 0.013
H 2.33584 4.67249 -1.65328 0.025 0.001 -0.012
H -4.68509 0.43382 -2.20632 0.012 -0.003 -0.010
H 0.78254 -2.27484 3.96463 0.005 0.000 -0.007
C 1.78090 4.47288 1.94874 -0.004 0.045 -0.084
H 4.04847 2.36127 -3.48491 0.005 0.003 0.000
H -1.63624 -2.81534 5.86630 -0.002 0.004 -0.003
C 1.73534 2.39007 3.12922 -0.012 0.046 0.015
H -1.15931 -3.85756 4.51962 -0.001 -0.006 -0.002
P -2.49987 -1.29018 1.69660 0.028 0.017 0.101
C 1.23234 3.21582 2.13433 0.025 -0.157 0.056
C 2.67125 -1.44538 -0.13742 0.095 -0.010 0.050
H 1.30019 -0.00822 -1.94570 0.010 -0.031 -0.021
C -2.78640 -2.40488 0.31825 -0.053 0.002 -0.010
H 0.32791 -1.18559 5.28134 -0.007 -0.010 -0.005
H 1.17299 -4.73498 -3.16736 -0.010 -0.002 0.003
H -4.13632 0.47330 -0.51910 -0.018 -0.003 0.008
H -2.80710 -3.20077 4.60042 -0.001 -0.015 0.012
C 2.32776 -0.78815 1.14786 0.108 -0.038 -0.111
H 2.88319 -0.45955 3.18906 0.023 0.007 -0.006
C 0.55116 -4.35104 -2.35849 -0.012 -0.006 0.021
H 1.33339 4.02796 -2.95049 -0.009 0.000 -0.005
H 3.22107 -2.36832 0.04007 -0.004 0.022 0.017
C -4.19967 0.92548 3.72626 0.031 0.006 0.004
C 3.25489 1.65457 -3.23190 -0.004 0.034 0.035
C 3.22810 -0.99603 2.31075 -0.019 0.014 0.040
C -1.30291 -1.77148 4.03315 0.016 -0.033 0.009
C -2.19765 0.92108 -3.35988 0.070 -0.018 0.001
C -0.45095 -2.58373 -3.87008 -0.022 0.019 0.002
H -6.77696 0.40461 2.78963 0.009 0.003 -0.003
H 0.12659 -1.79920 -3.37316 -0.002 0.006 -0.008
H 1.29756 1.42706 3.33783 -0.012 -0.033 0.010
H 4.47550 1.60783 -0.50653 0.004 -0.022 0.023
H 1.39448 5.16295 1.21002 0.003 0.000 -0.015
H -1.30353 -4.50560 -3.43372 -0.008 0.008 0.010
H 3.33003 5.80327 2.62322 -0.005 -0.002 0.006
H -3.82482 -2.31140 -0.00886 0.018 -0.001 -0.006
H 4.22975 -0.65421 2.03300 0.000 0.001 -0.006
H -4.56423 0.59475 1.63612 0.010 -0.008 -0.004
H 2.57732 1.60216 -4.08642 -0.005 0.014 0.001
H -1.22058 0.55326 -3.67034 -0.017 0.003 -0.024
C -0.70278 -3.74556 -2.93932 0.016 -0.002 0.001
H -1.80791 0.79462 -1.24800 -0.010 0.083 -0.016
H 0.42774 -0.56287 3.62709 0.002 -0.022 0.005
H 0.31214 -5.17641 -1.69054 0.009 -0.003 0.014
O -1.58389 -3.35071 -1.79960 0.067 -0.060 -0.096
C -6.09048 -0.44090 2.75100 0.024 -0.048 -0.029
C -4.68113 0.06690 2.58316 -0.010 0.039 0.040
H 3.31583 -2.06324 2.52305 -0.011 -0.009 -0.008
H -2.62665 -3.43649 0.63405 0.033 0.014 0.014
C -3.93391 0.83424 -1.52593 0.017 -0.018 0.082
H 0.13216 -2.93976 -4.71939 -0.004 -0.002 0.009
H -6.38175 -1.08185 1.91993 -0.016 -0.004 0.003
H -6.18486 -1.00238 3.68011 -0.004 -0.006 0.001
H -1.38209 -2.16689 -4.24949 0.002 0.013 -0.011
H -4.25999 0.37454 4.66550 0.005 0.000 0.009
O -0.40538 -1.40737 -0.58769 -0.064 -0.065 0.020
O -2.00823 0.04755 1.17635 0.145 -0.247 0.013
H -4.01211 1.92124 -1.52457 0.011 0.000 0.000
O -2.49063 -1.03568 -2.01242 0.009 0.187 0.012
O -3.80548 -1.13723 2.51416 -0.093 0.031 -0.031
C 3.55620 2.12422 -0.22124 -0.020 -0.009 -0.020
C -1.75696 -2.98913 4.79692 -0.041 0.001 -0.017
C 2.86260 4.83327 2.74640 -0.019 -0.045 -0.028
O -1.49051 -2.06805 2.58396 0.050 0.052 0.070
H 1.78895 -1.62539 -0.73756 -0.039 -0.030 -0.035
C 1.61997 3.88865 -1.90615 -0.070 -0.048 0.053
H 3.34190 -0.76677 -0.67549 0.002 0.008 -0.004
C 2.81085 2.85438 3.87258 -0.051 0.023 -0.036
N 3.37633 4.04104 3.67820 0.076 0.039 0.062
```
Positions in Å, forces in eV/Å.


Entry 2:
Below is a structure of composition C25H52BGaN3O6S in a non-equilibrium geometry, with properties calculated with ωB97M-V/def2-TZVPD.

Values from the calculation:
orbital gap (spin up / spin down) = 6.951 / 6.890 eV
total charge = -1
energy relative to the best compared isomer or geometry (same formula, charge and spin) = 0.0 kJ/mol
total energy = -107414.1762 eV
strongest force on any atom = 1.93 eV/Å
multiplicity = 3
expectation value of S² = 2.009

```
89
Properties=species:S:1:pos:R:3:forces:R:3
H -1.36624 -7.31962 -0.24652 0.181 0.171 -0.069
C -2.41417 -5.85223 -1.54588 0.017 -0.300 0.256
H -4.23709 4.86937 0.90409 0.020 -0.038 0.008
H 0.28192 -5.30442 -3.59694 -0.179 0.305 0.136
C -1.92176 -1.75185 -1.12549 0.731 0.317 -0.092
H 1.13972 0.14801 -0.22444 -0.047 -0.070 -0.010
O -0.60039 -7.38512 -2.10814 -1.323 0.713 1.211
H 5.53568 -2.74539 1.45997 0.017 -0.027 -0.036
H 1.50732 -2.10867 -1.28677 -0.017 0.000 -0.065
H -2.01425 6.44819 1.94573 0.025 -0.005 0.042
H 2.50972 -2.71940 3.75119 0.007 0.008 0.002
H -1.90173 0.12111 0.58709 -0.001 -0.275 0.132
C -1.65315 5.77214 1.16564 0.114 -0.027 0.152
H -0.64530 6.10223 0.89478 -0.023 -0.004 -0.064
C 3.80442 -1.79433 2.27914 -0.072 0.052 0.219
C -3.41469 2.85044 -0.49794 0.021 0.174 -0.070
O 1.50726 -2.51421 -2.16399 -0.097 -0.296 0.150
H -0.33495 3.11222 -2.04154 -0.075 0.051 0.038
C 0.04023 -4.26840 -3.30464 0.485 -0.069 -0.224
S -3.18734 -4.68157 -4.74100 -0.179 0.207 -0.041
C 1.69087 0.83329 0.41383 -0.068 0.048 -0.116
H -1.70582 -3.17377 1.86674 -0.080 -0.008 -0.433
O 1.64921 -1.60521 1.39180 0.514 0.442 0.240
H 2.60581 -3.61078 2.23353 -0.031 0.014 -0.002
C -1.72413 -0.83939 1.08674 0.148 0.016 0.283
C -2.70108 -2.54427 -2.12089 -0.019 0.426 0.563
C 4.65385 -2.22426 1.07709 0.045 -0.034 -0.088
H -1.91608 2.84476 -2.78007 -0.023 0.035 0.013
H -4.65549 5.73219 -0.57509 -0.004 0.009 -0.002
O -1.01358 -0.95544 -1.41383 -1.359 -0.695 0.100
C 4.66294 -1.06400 3.32614 -0.089 0.028 0.005
H -2.25983 -0.84270 2.05123 0.175 -0.021 -0.269
N -2.26035 -1.92994 0.26783 0.519 0.407 -0.419
Ga -1.90928 -4.31927 -2.81205 0.099 -0.189 -0.176
H -1.34768 7.54001 -0.88194 -0.013 -0.034 -0.011
H -4.33809 6.61825 0.92024 0.018 0.025 -0.011
H 4.08475 -2.95170 0.49055 -0.057 0.032 -0.002
C -2.55722 5.93065 -0.05781 -0.174 0.050 -0.219
H 3.97718 -3.63229 3.35224 0.001 -0.015 0.017
C 3.85016 -0.24729 -0.26529 0.087 -0.095 -0.034
H 1.90038 1.73486 -0.16529 0.034 0.018 0.031
H -3.78126 2.93842 0.52313 0.015 0.035 0.019
H 0.17584 -3.58684 -4.15846 -0.160 -0.254 0.179
H -0.85734 4.27354 2.48890 -0.010 -0.013 0.024
H 5.10645 -1.79803 3.99885 -0.002 -0.036 -0.021
H 1.75895 -4.17315 -0.42026 -0.158 0.057 0.133
H -3.68893 -2.81083 -1.71198 0.294 0.178 -0.091
C 3.74099 1.34409 1.69709 -0.041 -0.056 0.049
H 4.05468 -0.38551 3.92447 0.001 -0.030 0.022
H -2.54772 -4.01540 0.55039 0.254 0.260 0.038
C -1.38253 -6.90212 -1.28185 0.754 -0.516 -1.216
C -1.17692 3.37375 0.56320 0.136 -0.039 0.045
H 3.21959 -0.86184 -0.91311 0.001 0.015 0.009
H -2.77071 -5.45499 -0.58523 0.019 -0.330 -0.239
H -2.82390 -1.89944 -3.00081 0.093 -0.315 0.069
H -2.54513 4.03825 2.10844 -0.021 0.001 -0.022
B 0.88617 -3.77393 -2.12507 0.117 0.274 0.206
C 3.17621 -3.01627 2.94040 0.118 -0.067 0.043
H -1.28682 1.68833 -1.60341 0.004 -0.031 -0.016
H 4.76243 1.08902 1.96349 -0.022 0.007 -0.033
H 5.80000 -0.42976 0.67323 -0.026 0.017 0.016
H -3.35444 1.78730 -0.72433 0.053 -0.036 -0.004
H 3.19813 1.59022 2.61118 -0.008 0.010 -0.014
H 3.78257 2.23939 1.07652 -0.032 0.006 -0.021
H -0.13191 3.55983 0.29565 -0.023 0.048 -0.042
N 2.68191 -0.93261 1.78049 -0.205 -0.515 -0.621
H -0.83209 -3.53003 0.35403 -0.180 0.014 0.107
O 1.02731 -4.51941 -0.94157 0.065 0.040 -0.358
C -1.34348 2.74898 -1.85665 0.070 -0.234 0.051
N -2.11644 4.93554 -1.08872 0.853 0.202 0.012
H -3.28071 -6.36012 -2.01164 0.355 0.220 -0.039
O -1.12493 5.34883 -1.81005 -0.718 -0.143 0.281
H 4.15628 0.62060 -0.85491 0.019 -0.021 -0.022
H -2.37661 -5.55160 -5.35250 0.118 -0.049 0.091
C -2.02715 3.48654 -0.71014 -0.141 -0.205 -0.133
H 1.04178 1.10029 1.24987 0.034 0.017 0.024
C 5.06476 -1.06556 0.17081 -0.033 0.035 0.031
H 5.56408 -1.46529 -0.71346 0.019 0.006 -0.001
H -1.23190 2.33808 0.90834 0.032 0.009 0.016
C 3.00671 0.24982 0.91283 -0.143 0.166 0.151
C -4.03308 5.75993 0.31998 0.038 -0.028 -0.100
H -2.95742 7.40751 -1.58968 -0.006 -0.010 0.002
H 5.48085 -0.49561 2.88864 -0.015 -0.013 -0.004
C -1.58511 4.33528 1.67733 -0.093 -0.009 -0.087
H -4.15244 3.29138 -1.16850 0.001 -0.019 -0.025
H -0.63702 -0.92689 1.28084 -0.404 0.031 -0.127
H -2.76445 8.05549 0.04893 -0.017 0.019 0.002
C -1.80829 -3.23623 0.76870 -0.330 -0.157 0.381
C -2.38871 7.31887 -0.66347 -0.005 0.115 0.089
```
Positions in Å, forces in eV/Å.


Entry 3:
Below is a cluster of 4 separate species, C25H52Br2N4O6PS in total in a non-equilibrium geometry, with properties calculated with ωB97M-V/def2-TZVPD.

Values from the calculation:
orbital gap = 6.438 eV
total charge = -1
total energy = -205219.8804 eV
strongest force on any atom = 1.95 eV/Å
multiplicity = 1

```
91
Properties=species:S:1:pos:R:3:forces:R:3
H 7.16760 7.69655 -1.06670 -0.029 -0.040 -0.007
C 2.05565 -1.33727 -0.66504 0.308 0.211 -0.219
C -2.97202 2.45453 0.68973 0.082 -0.548 -0.021
C -3.25603 -7.59461 2.36942 -0.061 0.014 -0.143
H -4.45018 0.52648 3.06481 -0.150 0.102 0.169
Br 2.77321 1.12885 2.12782 0.000 -0.089 -0.100
C -3.74033 2.12555 1.80045 -0.085 -0.040 0.104
C 5.16684 9.04086 -1.82597 -0.096 0.113 -0.153
H 4.18041 -0.53436 -1.48977 0.341 0.367 0.317
H 4.89970 9.99789 -2.28375 0.019 0.025 0.049
C -2.33783 1.45169 -0.02962 -0.235 -0.156 0.415
H -4.10884 -5.31995 -1.14516 -0.075 -0.003 0.044
S 4.22105 2.14115 -1.59945 -0.053 0.183 -0.766
H -3.09272 -7.91149 3.40362 0.030 0.022 0.023
C 4.07537 6.83325 -1.11559 -0.028 -0.034 -0.042
C -1.84083 -4.94726 3.62099 0.035 0.010 0.102
H 3.24412 8.33192 -2.37018 0.022 0.052 -0.043
C -3.59978 -4.94225 -3.17430 0.000 -0.109 -0.022
H 3.63641 3.42648 0.28972 -0.164 -0.034 0.210
H 2.01929 1.08908 -0.47655 0.313 0.219 0.059
H -3.43695 -4.10389 -3.85059 -0.033 0.043 0.009
C 5.55340 -0.13743 2.67496 0.459 -0.610 -0.167
O -4.25285 -6.59370 2.28682 0.041 -0.058 0.035
H -6.43187 -3.96817 -4.36045 0.030 -0.030 -0.006
H -2.31048 -7.25769 1.93880 0.052 -0.018 0.087
H 0.55464 -0.30688 -1.78319 -0.203 0.179 -0.108
H -1.36700 -5.47932 2.79671 -0.034 -0.026 -0.033
H -4.22978 2.90283 2.36643 -0.077 0.111 0.065
H -4.23018 -5.67616 -3.68142 -0.002 0.008 -0.002
H 4.96750 4.12578 -0.63975 0.043 0.145 -0.153
H -3.80675 -3.13174 -0.40622 0.068 0.003 -0.005
H 5.74777 8.47769 -2.56815 -0.021 -0.075 0.033
P 3.09341 0.23793 -0.96949 -1.380 -1.327 -0.344
H -3.57869 -3.79455 4.02662 -0.077 -0.007 0.005
H -6.77175 -2.22654 -4.30688 -0.013 -0.003 0.031
N -1.76392 -0.87250 -0.39753 0.066 0.493 0.573
C -3.27176 -4.53839 3.28507 0.237 -0.102 -0.052
C 5.04786 -0.18507 1.27183 -0.220 0.097 0.057
H -6.11434 -4.12558 -0.92085 -0.001 0.041 -0.004
H 6.30342 7.71170 0.49271 0.016 -0.090 -0.059
H 2.14690 -1.68122 0.36022 -0.146 0.032 0.242
H -3.26145 -1.24118 1.78436 -0.061 -0.147 0.194
Br 6.30962 -0.98773 0.07881 0.136 -0.056 -0.091
H -2.85332 3.47332 0.36469 -0.055 0.263 0.055
N -3.46124 -3.35439 -1.33700 -0.374 -0.084 0.112
C 4.57201 3.21208 -0.20773 0.236 0.235 -0.179
O 3.30881 2.93065 -2.43117 -0.298 0.285 0.171
C -4.29064 -5.68268 3.36873 -0.132 0.117 0.054
C -0.35203 -0.90285 0.00537 -0.121 -0.142 -0.658
H -1.73934 1.69046 -0.89097 0.152 0.012 -0.211
C -2.45856 0.12119 0.37328 -0.037 0.003 -0.321
H -5.29316 -5.24700 3.34005 -0.002 -0.017 -0.044
H 2.53105 0.34705 -2.31303 0.101 0.086 -0.016
C -6.08323 -3.00410 -3.97700 0.005 0.137 0.060
H 6.27559 -0.93859 2.80488 0.135 -0.073 0.100
H -2.62752 -5.39875 -2.99196 0.018 0.041 0.023
H -5.09824 -2.78080 -4.39322 0.002 -0.085 -0.054
H -4.20803 -3.50531 1.80532 0.024 0.054 0.053
N -3.27875 -3.88515 1.97477 -0.353 -0.028 -0.070
H 3.13234 6.29155 -1.16406 -0.008 0.004 0.005
C 6.81571 8.32969 -0.24763 -0.004 0.124 0.096
H -3.70937 -2.53873 -1.89257 0.188 0.043 -0.041
H -2.13656 -1.78815 -0.16390 0.078 -0.173 -0.248
O 5.98519 9.37471 -0.72002 0.058 -0.070 0.007
C -3.87345 0.79899 2.19601 0.251 -0.035 -0.314
C -4.22320 -4.49402 -1.85574 0.130 0.061 -0.172
H 4.75383 -0.30363 3.38187 -0.208 0.254 0.199
O -6.06810 -2.98516 -2.56338 -0.031 -0.031 -0.074
H 0.25380 -2.00710 -1.67726 -0.234 -0.145 -0.123
C 0.61199 -1.15840 -1.09930 0.291 -0.166 0.021
H 3.76376 9.09366 0.38552 -0.034 -0.083 0.044
H 4.46170 6.71206 -0.10317 0.029 0.047 0.016
H -3.16940 -4.60752 1.26636 0.156 0.029 -0.009
H -1.80953 -5.58614 4.50632 -0.003 -0.005 -0.008
H -3.60393 -8.45112 1.79202 -0.032 0.014 0.008
H -6.25998 -5.03908 -2.42254 0.060 -0.013 -0.051
H 7.67832 8.79025 0.23459 -0.007 0.029 -0.024
N 3.12667 8.96618 -0.39607 0.084 0.160 -0.104
C -3.22441 -0.20482 1.48799 0.122 0.280 -0.353
O 5.48458 1.81418 -2.25905 0.418 -0.068 0.340
H -4.19896 -6.22157 4.32155 0.084 -0.001 -0.005
H -1.23656 -4.06298 3.81803 -0.010 0.023 -0.051
H 5.31139 2.79049 0.46036 0.015 -0.263 0.145
H 4.76880 6.35215 -1.80732 -0.018 -0.023 -0.002
H 2.51252 -2.10091 -1.29179 0.165 -0.090 -0.119
H 6.07942 0.79226 2.86843 -0.084 0.284 0.155
H 2.88908 9.91098 -0.68540 -0.066 -0.044 -0.018
C -5.72818 -4.20654 -1.94074 -0.027 -0.062 0.172
C 3.89172 0.26680 0.81163 0.102 0.148 0.024
O -0.03005 -0.70972 1.13400 0.117 0.223 0.936
C 3.86957 8.30124 -1.47300 0.064 -0.124 0.189
```
Positions in Å, forces in eV/Å.


Which value of total charge does entry 2 give? -1


The highest total energy belongs to which entry? C25H52BGaN3O6S


The lowest total energy belongs to which entry? C25H52Br2N4O6PS


Which formula does entry 1 have? C25H51NO7OsP2SeSi